A molecular structure, C28H80Cl4N12O4P4 at a distorted geometry, computed with the ωB97M-V functional and the def2-TZVPD basis.

Properties
HOMO energy (eV): -7.1972
Relative energy (zero: lowest compared OMol25 entry of this formula, charge and spin) (kJ/mol): 2920.03
Max |F| (eV/Å): 19.23
E_LUMO (eV): 0.30
Frontier orbital gap (hartree): 0.276

Atoms and positions in Å:
Cl (-0.813, 2.683, -1.979)
C (-0.425, 1.332, -2.978)
C (-1.673, 0.387, -3.141)
Cl (-1.853, -0.697, -1.655)
H (0.464, 0.843, -2.579)
H (-0.319, 1.772, -3.970)
H (-1.512, -0.369, -3.910)
H (-2.537, 1.004, -3.387)
Cl (0.787, -1.010, 0.313)
C (0.454, 0.729, 0.250)
C (-0.905, 1.121, 0.857)
Cl (-0.890, 1.010, 2.584)
H (0.443, 0.937, -0.820)
H (1.290, 1.314, 0.633)
H (-1.715, 0.481, 0.506)
H (-1.200, 2.149, 0.647)
O (3.013, 3.734, 0.255)
P (2.121, 4.070, 1.437)
N (2.142, 5.672, 2.050)
C (2.187, 6.789, 1.151)
C (1.882, 6.007, 3.463)
N (2.373, 3.125, 2.837)
C (1.849, 1.762, 2.839)
C (3.657, 3.204, 3.471)
N (0.420, 3.909, 1.173)
C (-0.213, 4.094, -0.189)
C (-0.571, 3.898, 2.221)
H (2.471, 7.701, 1.676)
H (1.191, 6.839, 0.711)
H (2.962, 6.609, 0.405)
H (2.411, 6.933, 3.689)
H (2.109, 5.180, 4.136)
H (0.819, 6.173, 3.637)
H (2.512, 1.139, 2.239)
H (1.867, 1.351, 3.849)
H (0.785, 1.727, 2.605)
H (3.864, 4.253, 3.680)
H (3.496, 2.693, 4.421)
H (4.434, 2.794, 2.825)
H (-0.114, 5.139, -0.481)
H (0.265, 3.383, -0.863)
H (-1.268, 3.823, -0.209)
H (-0.106, 3.728, 3.191)
H (-1.223, 3.067, 1.951)
H (-1.023, 4.890, 2.205)
O (-5.564, 2.034, -0.104)
P (-5.524, 1.589, 1.272)
N (-7.009, 1.146, 1.962)
C (-7.107, 0.477, 3.303)
C (-8.227, 1.834, 1.465)
N (-4.867, 2.785, 2.403)
C (-5.295, 4.198, 2.188)
C (-4.391, 2.454, 3.789)
N (-4.485, 0.280, 1.470)
C (-3.086, 0.511, 1.176)
C (-5.053, -1.087, 1.314)
H (-7.320, 1.290, 3.997)
H (-6.219, 0.019, 3.739)
H (-7.908, -0.261, 3.267)
H (-8.468, 1.691, 0.411)
H (-8.207, 2.896, 1.708)
H (-9.098, 1.361, 1.918)
H (-6.254, 4.346, 2.684)
H (-4.547, 4.897, 2.561)
H (-5.414, 4.323, 1.111)
H (-3.709, 3.187, 4.220)
H (-5.205, 2.348, 4.506)
H (-3.872, 1.499, 3.872)
H (-2.852, 1.471, 0.717)
H (-2.601, 0.458, 2.151)
H (-2.736, -0.135, 0.370)
H (-5.448, -1.284, 0.317)
H (-5.860, -1.326, 2.006)
H (-4.225, -1.749, 1.569)
O (3.585, -3.331, -2.387)
P (2.908, -2.317, -3.235)
N (2.195, -2.885, -4.642)
C (1.079, -2.169, -5.291)
C (3.071, -3.446, -5.714)
N (3.950, -1.025, -3.822)
C (5.361, -1.245, -3.822)
C (3.341, 0.013, -4.608)
N (1.661, -1.521, -2.368)
C (1.954, -0.390, -1.527)
C (0.555, -2.354, -1.936)
H (0.663, -2.785, -6.088)
H (1.459, -1.206, -5.630)
H (0.301, -1.913, -4.572)
H (3.521, -2.623, -6.270)
H (2.540, -3.996, -6.491)
H (3.831, -4.084, -5.263)
H (5.687, -1.987, -3.093)
H (5.628, -1.518, -4.843)
H (5.956, -0.372, -3.555)
H (3.188, -0.295, -5.642)
H (2.298, 0.170, -4.333)
H (3.780, 0.999, -4.458)
H (1.158, 0.043, -0.921)
H (2.852, -0.486, -0.918)
H (2.332, 0.470, -2.079)
H (-0.242, -1.696, -1.590)
H (0.869, -3.035, -1.145)
H (0.141, -3.016, -2.696)
O (1.465, -6.464, 1.274)
P (1.659, -5.176, 0.588)
N (3.308, -4.922, 0.226)
C (3.681, -4.006, -0.867)
C (4.310, -5.006, 1.318)
N (1.131, -3.788, 1.417)
C (1.307, -2.489, 0.918)
C (0.485, -3.946, 2.722)
N (0.881, -5.165, -0.941)
C (-0.577, -5.170, -1.026)
C (1.469, -5.939, -2.140)
H (3.961, -3.014, -0.511)
H (2.820, -3.760, -1.489)
H (4.479, -4.378, -1.508)
H (5.295, -4.813, 0.893)
H (4.272, -5.951, 1.859)
H (4.004, -4.299, 2.090)
H (0.856, -2.400, -0.070)
H (0.740, -1.830, 1.577)
H (2.360, -2.217, 0.842)
H (-0.526, -4.326, 2.569)
H (0.988, -4.719, 3.302)
H (0.479, -3.058, 3.354)
H (-0.785, -5.004, -2.083)
H (-0.932, -6.156, -0.727)
H (-0.954, -4.405, -0.347)
H (1.387, -5.306, -3.024)
H (0.908, -6.867, -2.246)
H (2.553, -6.052, -2.138)

10 unconnected molecules or ions with the total composition C28H80ClN6O13 at a distorted geometry, computed with the ωB97M-V functional and the def2-TZVPD basis.

Properties
HOMO energy (eV): -6.4646
Relative energy (zero: lowest compared OMol25 entry of this formula, charge and spin) (kJ/mol): 0.00
Charge: -1
Max |F| (eV/Å): 3.40
E_LUMO (eV): 2.19
Frontier orbital gap (hartree): 0.318

Atoms and positions in Å:
Cl (0.649, -0.034, 0.469)
O (2.083, -0.120, 0.539)
O (0.004, -1.191, -0.133)
O (-0.023, 0.140, 1.735)
O (0.344, 1.149, -0.312)
O (2.734, -1.740, 3.101)
H (2.485, -1.251, 2.310)
H (2.029, -1.521, 3.727)
C (-1.648, 3.657, 1.253)
C (-2.880, 3.005, 1.870)
C (-4.163, 3.778, 1.572)
O (-4.209, 5.099, 2.090)
C (-4.193, 5.165, 3.491)
N (-3.021, 1.633, 1.352)
H (-1.638, 4.703, 1.586)
H (-1.644, 3.753, 0.170)
H (-0.764, 3.137, 1.617)
H (-2.743, 2.936, 2.953)
H (-5.096, 3.292, 1.880)
H (-4.266, 3.834, 0.484)
H (-4.788, 6.005, 3.853)
H (-3.177, 5.292, 3.877)
H (-4.641, 4.263, 3.924)
H (-2.907, 1.760, 0.343)
H (-2.169, 1.119, 1.559)
C (-1.795, -0.831, 5.492)
C (-0.763, -0.415, 4.461)
C (0.353, 0.459, 4.986)
O (-0.043, 1.684, 5.562)
C (-0.699, 2.608, 4.705)
N (-0.212, -1.622, 3.783)
H (-1.384, -1.459, 6.288)
H (-2.615, -1.320, 4.970)
H (-2.209, 0.002, 6.069)
H (-1.269, 0.136, 3.653)
H (1.143, 0.623, 4.241)
H (0.886, -0.116, 5.753)
H (-0.820, 3.463, 5.379)
H (-1.713, 2.271, 4.483)
H (-0.113, 2.987, 3.867)
H (0.041, -1.256, 2.863)
H (-1.089, -2.118, 3.547)
C (-0.855, 3.577, -3.177)
C (-2.304, 3.423, -2.626)
C (-3.354, 3.375, -3.685)
O (-3.491, 4.649, -4.305)
C (-4.100, 4.565, -5.574)
N (-2.373, 2.231, -1.760)
H (-0.377, 4.388, -2.629)
H (-0.763, 3.848, -4.235)
H (-0.269, 2.660, -3.099)
H (-2.482, 4.297, -1.996)
H (-4.354, 3.144, -3.288)
H (-3.220, 2.577, -4.427)
H (-3.589, 3.856, -6.231)
H (-4.080, 5.562, -6.011)
H (-5.156, 4.280, -5.503)
H (-2.432, 1.406, -2.355)
H (-1.444, 2.174, -1.350)
C (-2.673, -1.945, 0.832)
C (-2.361, -3.286, 1.471)
C (-0.918, -3.757, 1.154)
O (-0.619, -5.006, 1.757)
C (0.195, -4.868, 2.930)
N (-2.568, -3.223, 2.954)
H (-2.114, -1.133, 1.300)
H (-3.739, -1.757, 1.010)
H (-2.613, -1.860, -0.253)
H (-3.119, -3.997, 1.124)
H (-0.223, -2.941, 1.346)
H (-1.004, -3.992, 0.090)
H (1.183, -4.514, 2.625)
H (0.454, -5.860, 3.312)
H (-0.332, -4.301, 3.690)
H (-2.430, -4.204, 3.201)
H (-3.576, -3.106, 3.048)
C (1.540, -7.285, -3.067)
C (1.373, -6.022, -3.943)
C (2.215, -4.863, -3.487)
O (1.909, -4.529, -2.113)
C (1.802, -3.165, -1.795)
N (1.825, -6.371, -5.327)
H (2.524, -7.752, -3.056)
H (0.756, -7.991, -3.335)
H (1.389, -6.908, -2.049)
H (0.327, -5.716, -3.970)
H (2.137, -3.916, -4.022)
H (3.274, -5.133, -3.396)
H (2.685, -2.624, -2.158)
H (1.689, -3.094, -0.716)
H (0.928, -2.676, -2.239)
H (1.485, -7.315, -5.492)
H (2.819, -6.562, -5.194)
C (5.400, -1.528, -0.062)
C (5.698, -0.726, -1.335)
C (4.494, 0.103, -1.757)
O (4.800, 0.824, -2.947)
C (3.624, 1.400, -3.481)
N (6.863, 0.133, -1.179)
H (6.317, -2.077, 0.148)
H (4.527, -2.174, -0.160)
H (5.158, -0.819, 0.733)
H (5.798, -1.402, -2.193)
H (4.247, 0.759, -0.910)
H (3.592, -0.485, -1.941)
H (2.888, 0.646, -3.787)
H (3.825, 1.907, -4.425)
H (3.229, 2.076, -2.720)
H (6.659, 0.862, -0.498)
H (7.565, -0.411, -0.680)
C (-0.560, -0.559, -3.761)
C (-1.590, -0.007, -4.761)
O (-2.888, -0.065, -4.162)
H (0.385, -0.551, -4.305)
H (-0.825, -1.587, -3.522)
H (-0.579, 0.081, -2.883)
H (-1.658, -0.575, -5.696)
H (-1.355, 1.036, -5.008)
H (-3.473, 0.445, -4.732)
C (3.048, 4.280, 3.487)
C (2.598, 2.932, 2.997)
O (2.143, 3.189, 1.646)
H (2.162, 4.915, 3.422)
H (3.789, 4.722, 2.820)
H (3.484, 4.289, 4.486)
H (1.753, 2.553, 3.572)
H (3.388, 2.182, 2.904)
H (1.861, 2.334, 1.297)

A molecular structure, C28H80CsN7O12S at a distorted geometry, computed with the ωB97M-V functional and the def2-TZVPD basis.

Properties
HOMO energy (eV): -4.4107
Relative energy (zero: lowest compared OMol25 entry of this formula, charge and spin) (kJ/mol): 1177.92
Max |F| (eV/Å): 5.03
E_LUMO (eV): -1.47
Frontier orbital gap (hartree): 0.108

Atoms and positions in Å:
O (-16.136, -26.915, -13.146)
H (-16.682, -26.205, -13.489)
H (-15.918, -26.727, -12.231)
H (-15.348, -26.853, -13.692)
Cs (-16.636, -15.369, -12.519)
S (-16.749, -21.784, -13.184)
O (-16.264, -22.452, -11.994)
O (-17.655, -20.709, -12.814)
O (-15.646, -21.289, -14.002)
O (-17.360, -22.842, -13.932)
C (-23.011, -19.028, -16.341)
C (-22.535, -17.594, -16.145)
C (-23.682, -16.508, -16.473)
O (-24.040, -16.559, -17.830)
C (-25.204, -15.796, -18.056)
N (-22.180, -17.301, -14.784)
H (-23.989, -19.151, -15.875)
H (-22.259, -19.658, -15.868)
H (-23.101, -19.355, -17.377)
H (-21.659, -17.438, -16.775)
H (-23.314, -15.500, -16.281)
H (-24.541, -16.750, -15.847)
H (-25.488, -15.732, -19.107)
H (-25.129, -14.767, -17.706)
H (-26.125, -16.021, -17.520)
H (-22.937, -17.586, -14.180)
H (-21.400, -17.905, -14.568)
C (-9.934, -16.958, -16.264)
C (-10.864, -17.495, -17.342)
C (-10.441, -18.923, -17.841)
O (-9.194, -18.799, -18.515)
C (-8.771, -20.027, -19.106)
N (-12.229, -17.561, -16.794)
H (-10.055, -17.427, -15.287)
H (-10.063, -15.886, -16.117)
H (-8.882, -17.066, -16.527)
H (-10.765, -16.844, -18.210)
H (-11.061, -19.285, -18.662)
H (-10.425, -19.595, -16.983)
H (-7.767, -19.993, -19.530)
H (-9.397, -20.310, -19.953)
H (-8.687, -20.759, -18.304)
H (-12.729, -17.820, -17.633)
H (-12.218, -18.414, -16.253)
C (-9.303, -20.767, -9.532)
C (-10.794, -20.971, -9.387)
C (-11.433, -19.537, -9.201)
O (-10.964, -18.919, -8.023)
C (-11.593, -19.328, -6.797)
N (-11.235, -21.653, -10.637)
H (-8.842, -19.980, -8.933)
H (-9.112, -20.298, -10.497)
H (-8.766, -21.712, -9.456)
H (-10.927, -21.709, -8.596)
H (-12.511, -19.405, -9.292)
H (-11.282, -18.855, -10.038)
H (-12.044, -20.315, -6.897)
H (-12.398, -18.627, -6.578)
H (-10.870, -19.262, -5.983)
H (-11.234, -21.123, -11.498)
H (-12.225, -21.727, -10.450)
C (-16.858, -23.246, -21.451)
C (-16.846, -22.166, -20.422)
C (-18.250, -21.552, -20.196)
O (-18.549, -20.859, -21.391)
C (-19.812, -20.270, -21.334)
N (-16.232, -22.654, -19.222)
H (-15.851, -23.473, -21.801)
H (-17.398, -22.900, -22.332)
H (-17.353, -24.197, -21.254)
H (-16.165, -21.376, -20.740)
H (-18.295, -20.899, -19.324)
H (-19.020, -22.287, -19.963)
H (-20.533, -21.066, -21.148)
H (-20.043, -19.653, -22.202)
H (-19.935, -19.634, -20.457)
H (-15.986, -21.876, -18.628)
H (-17.012, -22.962, -18.659)
C (-19.135, -17.576, -5.501)
C (-19.747, -18.476, -6.509)
C (-20.877, -17.861, -7.327)
O (-21.885, -17.317, -6.591)
C (-23.072, -16.920, -7.306)
N (-18.649, -18.661, -7.480)
H (-18.979, -16.602, -5.965)
H (-18.201, -17.948, -5.081)
H (-19.840, -17.404, -4.687)
H (-20.090, -19.447, -6.152)
H (-21.206, -18.585, -8.073)
H (-20.426, -17.159, -8.028)
H (-23.077, -15.949, -7.801)
H (-23.929, -16.693, -6.671)
H (-23.357, -17.644, -8.070)
H (-17.801, -19.031, -7.076)
H (-18.852, -19.145, -8.343)
C (-14.002, -26.138, -5.869)
C (-14.151, -27.129, -6.985)
C (-14.412, -28.607, -6.527)
O (-13.182, -28.970, -5.845)
C (-12.241, -29.713, -6.607)
N (-15.414, -26.683, -7.638)
H (-13.981, -25.149, -6.327)
H (-12.998, -26.306, -5.478)
H (-14.754, -26.094, -5.081)
H (-13.291, -27.053, -7.651)
H (-14.621, -29.286, -7.353)
H (-15.141, -28.688, -5.720)
H (-11.525, -30.262, -5.994)
H (-11.583, -29.156, -7.274)
H (-12.896, -30.363, -7.188)
H (-15.976, -26.242, -6.923)
H (-15.236, -25.926, -8.283)
C (-23.780, -24.085, -9.816)
C (-23.809, -25.525, -10.075)
C (-25.061, -25.930, -10.763)
O (-26.108, -25.685, -9.899)
C (-26.489, -26.712, -9.064)
N (-22.639, -25.743, -10.993)
H (-22.873, -23.832, -9.267)
H (-24.577, -23.802, -9.128)
H (-23.852, -23.420, -10.676)
H (-23.602, -26.070, -9.154)
H (-25.084, -26.917, -11.223)
H (-25.247, -25.317, -11.645)
H (-25.885, -26.750, -8.158)
H (-26.555, -27.662, -9.595)
H (-27.513, -26.477, -8.772)
H (-22.940, -25.302, -11.851)
H (-21.910, -25.109, -10.699)